11
Properties=species:S:1:pos:R:3:forces:R:3 method="wB97M-V/def2-TZVPD" e_homo_ev=-7.9 de_lowest_kcal_mol=139.8 gap_ev=8.56
C 0.44055 -0.35799 0.22286 -2.59 1.58 -1.40
C -1.61463 -0.45943 -0.74442 -0.85 2.40 -0.04
H 2.77602 0.96786 1.19743 -3.96 0.59 -2.87
H 0.00434 -1.96880 -1.06130 -2.19 2.64 2.09
H -2.34113 -0.83154 -1.45793 0.08 -0.28 0.34
H -0.31745 1.56639 1.38631 0.17 -3.38 -4.75
N 1.73892 -0.35543 0.26206 -2.45 -1.37 -0.11
N -0.47587 -1.16202 -0.41664 2.27 -4.10 -2.54
N -1.70539 0.78751 -0.27038 3.49 -4.39 0.35
N -0.34200 0.82192 0.32835 -1.70 4.41 4.61
O 1.83665 0.99153 0.55367 7.73 1.92 4.30